No. 1
C3H7N3S2 | the ωB97M-V functional and the def2-TZVPD basis

```
15
Properties=species:S:1:pos:R:3:mulliken_charge:R:1
C 0.72 2.19 -0.06 -0.81
N 0.22 1.75 -1.33 -0.39
C -0.38 0.66 -1.52 0.01
N -0.60 -0.39 -0.60 -0.21
C 0.42 -1.04 0.11 0.39
S 2.07 -0.86 -0.12 -0.37
N 0.02 -1.97 1.08 -0.28
S -1.53 -2.68 1.28 -0.20
H 1.84 2.09 0.01 0.26
H 0.58 3.25 -0.04 0.33
H 0.23 1.68 0.81 0.29
H -0.85 0.54 -2.51 0.33
H -1.51 -0.87 -0.64 0.23
H 0.81 -2.50 1.36 0.26
H -2.05 -1.83 2.18 0.16
```

Computed properties:
Maximum force (eV/A): 2.0
HOMO-LUMO gap (eV): 9.10

No. 2
C3H7N3S2 | the ωB97M-V functional and the def2-TZVPD basis

```
15
Properties=species:S:1:pos:R:3:mulliken_spin:R:1
C 2.20 1.29 0.48 -0.06
C -2.64 1.05 -0.30 -0.01
C 1.77 -2.09 -0.14 -0.05
N 3.19 1.85 0.25 0.16
N 1.05 0.76 0.79 0.30
N -1.29 1.00 0.11 0.03
S 0.00 -1.87 -0.48 1.10
S 0.02 0.32 -0.58 0.44
H -2.70 1.54 -1.34 0.00
H -3.24 0.08 -0.43 0.01
H -3.22 1.54 0.46 0.00
H 2.08 -3.13 0.01 0.02
H 1.83 -1.64 0.88 0.03
H 2.18 -1.54 -0.93 0.02
H -1.23 0.83 1.22 0.02
```

Computed properties:
Maximum force (eV/A): 5.7
2S+1: 3
HOMO-LUMO gap (alpha / beta) (eV): 5.91 / 4.56

No. 3
C3H7N3Si | the ωB97M-V functional and the def2-TZVPD basis

```
14
Properties=species:S:1:pos:R:3:mulliken_charge:R:1
C -0.09 -0.70 -0.30 -0.39
C -0.24 0.76 -0.13 -0.52
C -0.84 1.11 1.31 -0.49
N 0.97 -1.11 3.05 -0.56
N 0.13 0.88 2.27 -0.38
N 0.41 -0.25 2.60 0.71
Si 1.30 -1.62 -0.86 0.23
H 0.84 1.17 0.00 0.24
H -0.69 1.28 -0.99 0.35
H -1.16 2.10 1.23 0.38
H -1.73 0.34 1.43 0.31
H -0.98 -1.32 0.06 0.30
H 1.27 -3.03 -0.72 -0.09
H 2.43 -1.18 -1.55 -0.10
```

Computed properties:
Maximum force (eV/A): 5.6
HOMO-LUMO gap (eV): 8.39

No. 4
C3H7N3Si | the ωB97M-V functional and the def2-TZVPD basis

```
14
Properties=species:S:1:pos:R:3:mulliken_charge:R:1
C 0.70 -0.12 2.31 -0.95
Si -0.30 -0.88 0.89 0.20
N -0.30 0.08 -0.55 0.60
C -0.44 -0.44 -1.92 0.08
N -0.44 0.51 -2.72 -0.55
C -0.20 1.62 -1.98 -0.11
N -0.15 1.39 -0.68 -0.67
H 0.33 -0.43 3.27 0.31
H 1.72 -0.53 2.13 0.28
H 0.78 0.93 2.23 0.33
H 0.46 -2.01 0.19 -0.09
H -1.75 -1.13 1.21 -0.08
H -0.49 -1.57 -2.02 0.29
H 0.09 2.61 -2.37 0.36
```

Computed properties:
Maximum force (eV/A): 6.0
HOMO-LUMO gap (eV): 10.28

No. 5
C3H7N4 | the ωB97M-V functional and the def2-TZVPD basis

```
14
Properties=species:S:1:pos:R:3:mulliken_charge:R:1
C -0.71 0.64 1.21 -1.27
C 0.24 -0.01 0.27 0.74
N 1.04 -0.95 0.77 -0.45
N 0.98 1.14 -0.52 -0.08
N 0.66 1.24 -1.68 -0.17
C -0.16 0.05 -1.99 -0.04
N -0.58 -0.48 -0.93 -0.03
H -1.42 -0.17 1.39 0.38
H -1.12 1.61 0.95 0.36
H -0.14 0.82 2.17 0.37
H 0.87 -1.36 1.73 0.27
H 1.99 -1.19 0.36 0.24
H -0.54 0.00 -3.01 0.40
H -1.10 -1.34 -0.73 0.29
```

Computed properties:
Net charge: +1
Maximum force (eV/A): 4.1
HOMO-LUMO gap (eV): 8.78

No. 6
C3H7N4 | the ωB97M-V functional and the def2-TZVPD basis

```
14
Properties=species:S:1:pos:R:3:mulliken_charge:R:1
C 2.07 -0.84 0.16 -0.14
C 1.61 1.31 -0.37 -0.22
C -0.93 0.90 -0.01 -0.47
N 0.76 -0.68 0.36 -0.16
N 2.55 0.40 -0.18 -0.01
N 0.46 0.62 -0.02 0.33
N -1.64 -0.42 0.05 -0.56
H 2.70 -1.72 0.30 0.43
H -1.91 -0.75 -0.88 0.23
H -0.97 1.35 1.00 0.35
H -0.98 1.73 -0.80 0.34
H 3.47 0.50 -0.53 0.24
H -2.41 -0.25 0.70 0.26
H -0.06 -1.25 0.82 0.38
```

Computed properties:
Net charge: +1
Maximum force (eV/A): 4.7
HOMO-LUMO gap (eV): 10.02

No. 7
C3H7N4 | the ωB97M-V functional and the def2-TZVPD basis

```
14
Properties=species:S:1:pos:R:3:mulliken_charge:R:1
C -2.09 -0.81 0.00 -0.54
C -0.75 -0.99 0.02 0.20
C 1.19 0.58 0.12 -0.38
N -2.35 0.44 0.02 -0.47
N -1.26 1.09 0.06 -0.02
N -0.21 0.20 0.02 0.41
N 2.02 -0.50 -0.06 -0.46
H -2.95 -1.57 0.04 0.37
H -0.06 -1.89 0.02 0.45
H 1.27 1.09 1.04 0.45
H 1.58 1.66 -0.80 0.27
H -1.28 2.07 0.09 0.24
H 2.12 -0.82 -1.07 0.27
H 2.78 -0.55 0.48 0.19
```

Computed properties:
Net charge: +1
Maximum force (eV/A): 5.9
HOMO-LUMO gap (eV): 9.90

No. 8
C3H7N4 | the ωB97M-V functional and the def2-TZVPD basis

```
14
Properties=species:S:1:pos:R:3:mulliken_charge:R:1
C 0.16 1.60 -0.12 0.10
C 1.51 -0.16 -0.57 -0.43
C -2.67 -0.58 -0.02 -0.60
N -0.81 0.78 -0.05 0.28
N 1.38 1.08 -0.07 -0.07
N -1.67 0.22 -0.64 -0.15
N 2.63 -0.70 -0.18 -0.21
H -0.02 2.72 0.25 0.30
H -3.83 -0.49 -0.26 0.31
H -2.47 -1.60 -0.55 0.28
H -2.47 -0.79 1.09 0.34
H 2.13 1.76 0.23 0.31
H 3.34 -0.23 0.56 0.26
H 3.06 -1.40 -0.67 0.27
```

Computed properties:
Net charge: +1
Maximum force (eV/A): 4.8
HOMO-LUMO gap (eV): 8.36